Formula: C40H35BrFKN5OS
Source: OMol25
Level of theory: wB97M-V/def2-TZVPD

Its net charge is -1. The calculated total energy comes out at -5566.38720 Eh. Its molar mass is 771.8 g/mol. The value obtained for the HOMO-LUMO gap is 6.122 eV. The calculation puts the LUMO energy at 2.310 eV. The value obtained for the energy above the lowest of the compared OMol25 structures with the same formula, charge and spin is 23.36 kcal/mol.

Positions of all 85 atoms, in Å:
K -0.274 0.270 -0.273
C 2.072 -2.887 -1.440
C 2.204 -2.957 0.059
C 1.202 -3.522 0.833
C 1.303 -3.559 2.223
C 0.178 -4.150 3.031
C 2.432 -3.031 2.830
C 3.464 -2.475 2.077
C 4.671 -1.886 2.755
C 3.334 -2.444 0.697
H 2.432 -3.805 -1.914
H 2.653 -2.057 -1.847
H 1.031 -2.750 -1.737
H 0.311 -3.916 0.358
H -0.783 -3.774 2.674
H 0.276 -3.906 4.089
H 0.161 -5.239 2.938
H 2.501 -3.031 3.914
H 5.358 -1.454 2.027
H 5.216 -2.644 3.323
H 4.384 -1.095 3.451
H 4.118 -1.995 0.097
Br -3.905 6.524 -3.108
C -3.462 4.747 -2.594
C -4.325 4.032 -1.753
C -4.021 2.749 -1.390
C -2.837 2.062 -1.836
O -2.612 0.870 -1.498
C -1.961 2.843 -2.683
C -0.703 2.369 -3.201
N -0.129 1.247 -2.966
C 1.081 1.005 -3.619
C 1.179 1.004 -4.992
C 2.406 0.748 -5.635
C 3.542 0.518 -4.912
C 3.487 0.533 -3.498
C 4.634 0.371 -2.682
C 4.512 0.449 -1.327
C 3.229 0.652 -0.766
N 2.149 0.779 -1.488
C 2.255 0.751 -2.843
C -2.309 4.159 -3.037
H -5.230 4.506 -1.392
H -4.682 2.187 -0.740
H -0.180 3.095 -3.841
H 0.285 1.182 -5.576
H 2.440 0.744 -6.718
H 4.494 0.335 -5.397
H 5.595 0.203 -3.156
H 5.365 0.352 -0.667
H 3.086 0.704 0.311
H -1.632 4.713 -3.678
C -4.012 -1.992 -2.836
N -4.197 -1.598 -1.459
C -5.287 -0.918 -0.964
C -5.010 -0.578 0.298
N -3.730 -1.050 0.593
C -3.226 -1.704 -0.514
S -1.805 -2.557 -0.796
C -3.018 -0.629 1.748
C -3.504 0.428 2.516
C -2.761 0.829 3.613
C -1.558 0.208 3.895
C -1.156 -0.809 3.049
N -1.881 -1.239 2.015
H -4.924 -1.756 -3.380
H -3.794 -3.057 -2.898
H -3.170 -1.438 -3.252
H -6.158 -0.726 -1.563
H -5.617 -0.055 1.010
H -4.401 0.970 2.261
H -3.105 1.663 4.212
H -0.905 0.547 4.688
H -0.190 -1.285 3.168
F 1.457 2.963 6.051
C 1.327 2.463 4.780
C 1.941 1.273 4.453
C 1.784 0.788 3.149
C 1.043 1.419 2.129
C 0.475 2.636 2.561
C 0.590 3.165 3.850
H 2.522 0.744 5.202
H 2.268 -0.168 2.943
H -0.119 3.230 1.864
H 0.124 4.104 4.130